Density functional theory data (wB97M-V/def2-TZVPD) for an isolated molecule of C10H18O2S at a distorted geometry.

Each line ends with the natural charge from an NBO analysis.
Cartesian coordinates (Å):
C (-0.88950, 0.78609, 1.05178)  -0.0263
C (-0.61498, 0.04752, -0.02165)  -0.1537
C (1.59909, -0.51508, -1.86230)  -0.2286
C (-1.34551, 0.19112, 2.24249)  -0.4269
C (-0.80487, -1.39066, -0.12518)  -0.5088
C (-1.78947, -1.28704, 2.14888)  -0.3888
C (-0.85406, -2.08797, 1.21549)  -0.3884
C (2.30845, -0.19085, -3.16582)  -0.7001
C (2.53652, -0.30265, -0.74025)  -0.7191
C (-0.60771, 2.27255, 1.15043)  -0.0885
O (-0.73721, 0.07132, -2.70992)  -0.9760
O (-1.53279, 3.14968, 0.49045)  -0.7192
S (0.06329, 0.65015, -1.64316)  1.3517
H (-0.41679, 0.20065, 2.79627)  0.2182
H (-2.08111, 0.86644, 2.73465)  0.2146
H (-1.54584, -1.66233, -0.85183)  0.2477
H (0.08662, -1.76725, -0.66691)  0.2751
H (-1.80152, -1.73922, 3.17510)  0.2115
H (-2.82209, -1.22855, 1.74642)  0.2025
H (-1.32748, -2.99030, 1.06600)  0.2167
H (0.13022, -2.21421, 1.70117)  0.2022
H (1.44246, -0.01557, -3.99770)  0.2359
H (2.92044, -1.08072, -3.34515)  0.2339
H (2.94219, 0.77362, -3.14432)  0.1842
H (2.83667, -1.35830, -0.68190)  0.2357
H (1.89129, -0.12829, 0.14772)  0.2069
H (3.36292, 0.41966, -0.75632)  0.1932
H (0.26387, 2.55719, 0.56178)  0.1937
H (-0.53550, 2.65814, 2.23805)  0.1789
H (-2.34900, 3.20885, 0.92357)  0.4650
H (-0.32859, 2.10601, -1.67785)  0.0567

Summary:
gap between HOMO and LUMO (spin up / spin down): 7.96 / 7.96 eV
HOMO energy (spin up / spin down): -0.276 / -0.276 Eh
spin multiplicity: 1
ΔE to the lowest compared entry with this formula, charge and spin: 6.732 eV
structure (SMILES): CC(C)=[S@@H](=O)C1=C(CO)CCCC1
E: -940.2570 hartree
LUMO (spin up / spin down): 0.448 / 0.448 eV